Entry 1:
{
  "formula": "C29H35AuN4O4P",
  "method": "ωB97M-V with the def2-TZVPD basis set",
  "energy_ev": -57748.373,
  "fmax_ha_per_bohr": 0.0162,
  "multiplicity": 3,
  "total_charge": 3,
  "symbols": ["Au", "P", "O", "O", "O", "O", "N", "N", "N", "N", "C", "C", "C", "C", "C", "C", "C", "C", "C", "C", "C", "C", "C", "C", "C", "C", "C", "C", "C", "C", "C", "C", "C", "C", "C", "C", "C", "C", "C", "H", "H", "H", "H", "H", "H", "H", "H", "H", "H", "H", "H", "H", "H", "H", "H", "H", "H", "H", "H", "H", "H", "H", "H", "H", "H", "H", "H", "H", "H", "H", "H", "H", "H", "H"],
  "xyz": [[-0.085397, -0.378563, -0.112766], [-0.138643, -1.392066, -2.264194], [-1.505131, -1.253976, -2.972506], [0.495496, -2.299721, 1.006070], [1.066933, -0.824398, -3.061096], [0.105311, -2.928581, -2.147135], [1.784304, -2.188723, 4.136064], [-2.287172, 0.316986, 0.693097], [-0.314147, 1.634690, -0.772890], [1.473284, -1.586817, 2.999826], [-3.236951, -0.291719, 1.378367], [-2.231004, -0.127580, -3.611961], [0.986351, -3.816509, 2.847435], [2.506645, -1.533048, 5.237544], [-4.481158, 0.286342, 1.654526], [-1.501130, 2.250044, -0.529982], [0.641132, 2.260975, -1.449243], [1.370826, 2.545023, 2.387236], [-2.532923, 1.569433, 0.234783], [-1.353638, 0.850787, -4.337850], [1.423875, -0.161275, 2.803060], [-1.734721, 3.548833, -0.997927], [2.379561, -0.497028, -5.078801], [0.482459, 3.556934, -1.933941], [-1.018080, -4.846605, -3.122873], [-4.730595, 1.553774, 1.201653], [2.195427, 1.747879, 1.603587], [0.569081, 1.982233, 3.375444], [-0.711699, 4.195916, -1.713315], [2.229672, 0.373328, 1.804437], [-0.949761, -3.939942, -1.926361], [-3.950110, 3.567706, -0.030722], [1.706046, -1.525377, -4.218662], [0.927771, -2.562444, 2.119276], [-2.990624, 4.197705, -0.731661], [0.585252, 0.612956, 3.592007], [-3.738609, 2.234385, 0.468739], [1.506812, -3.560120, 4.069333], [1.818284, -4.450087, 5.215771], [-1.893339, -3.424224, -1.748742], [1.287805, 4.026400, -2.480310], [-0.645419, -4.459948, -1.021348], [-4.891661, 4.058707, 0.176972], [-3.017817, -1.293746, 1.727211], [-2.002976, 1.613449, -4.771368], [-3.140153, 5.203535, -1.100788], [-2.806804, 0.329569, -2.807691], [-0.803508, 0.380202, -5.150527], [1.879105, -1.559520, 6.127261], [-1.307467, -4.297444, -4.017989], [2.841012, 2.194510, 0.859988], [1.411005, -4.060274, 6.148624], [2.897031, -4.569507, 5.331741], [-0.045298, 0.164788, 4.349350], [2.731194, -0.510865, 4.956194], [-0.648178, 1.347963, -3.679505], [3.418671, -2.104929, 5.404018], [0.676950, -4.769087, 2.453028], [-2.914215, -0.637185, -4.285249], [3.008050, 0.160740, -4.478979], [-5.222344, -0.264534, 2.215411], [0.922574, -2.070088, -4.744488], [-0.875218, 5.200515, -2.083435], [1.665089, 0.104060, -5.639176], [2.909204, -0.257237, 1.245185], [1.363779, 3.616634, 2.241042], [3.021683, -1.007115, -5.797094], [1.384459, -5.429476, 5.030668], [-0.062585, -5.337513, -3.298637], [-1.769213, -5.615887, -2.942290], [-5.677301, 2.039439, 1.400583], [1.556013, 1.707808, -1.619320], [-0.064865, 2.613485, 3.982705], [2.403618, -2.233922, -3.779227]],
  "forces_ev_per_a": [[-0.4, -0.2, -0.3], [0.7, -0.1, 0.5], [-0.3, 0.2, -0.5], [0.0, -0.1, 0.2], [0.0, 0.1, -0.1], [-0.1, 0.0, 0.0], [0.2, -0.2, 0.2], [0.0, 0.3, 0.1], [-0.1, 0.3, -0.1], [-0.3, 0.1, -0.2], [0.1, -0.1, 0.0], [-0.1, -0.3, 0.3], [0.0, 0.2, -0.3], [-0.2, -0.1, -0.2], [0.0, 0.0, 0.0], [-0.1, -0.1, 0.2], [0.0, 0.0, 0.0], [0.0, 0.0, 0.0], [0.4, 0.0, -0.2], [0.0, 0.0, -0.1], [0.1, -0.3, 0.0], [-0.1, 0.2, 0.0], [0.0, 0.1, 0.0], [0.0, -0.1, 0.0], [0.0, 0.0, 0.0], [0.0, 0.0, 0.0], [0.0, 0.0, 0.0], [0.0, 0.0, 0.0], [0.0, 0.0, 0.0], [0.0, 0.2, 0.0], [0.0, 0.1, 0.0], [0.0, -0.1, 0.1], [-0.1, 0.0, 0.1], [0.0, -0.1, 0.2], [0.1, 0.0, 0.0], [-0.1, 0.1, -0.1], [-0.2, 0.2, 0.0], [0.1, 0.3, 0.2], [0.0, 0.0, -0.1], [0.0, 0.0, 0.0], [0.0, 0.0, 0.0], [0.0, 0.0, 0.0], [0.0, 0.0, 0.0], [0.0, 0.0, 0.0], [0.0, 0.0, 0.0], [0.0, 0.0, 0.0], [0.0, 0.1, 0.0], [0.0, 0.0, 0.0], [0.0, 0.0, 0.0], [0.0, 0.0, 0.0], [0.0, 0.0, 0.0], [0.0, 0.0, 0.0], [0.0, 0.0, 0.0], [0.0, 0.0, 0.0], [0.0, 0.0, 0.0], [0.1, 0.1, 0.1], [0.0, 0.1, 0.1], [0.0, 0.0, 0.0], [0.0, 0.0, 0.0], [0.0, 0.0, 0.0], [0.0, 0.0, 0.0], [0.0, 0.0, 0.0], [0.0, 0.0, 0.0], [0.0, 0.0, 0.0], [0.0, 0.0, 0.0], [0.0, 0.0, 0.0], [0.0, 0.0, 0.0], [0.0, 0.0, 0.0], [0.0, 0.0, 0.0], [0.0, 0.0, 0.0], [0.0, 0.0, 0.0], [0.0, 0.0, 0.0], [0.0, 0.0, 0.0], [0.0, 0.0, 0.0]]
}

=====

Entry 2:
{
  "formula": "C2H7S2",
  "method": "ωB97M-V with the def2-TZVPD basis set",
  "fmax_ha_per_bohr": 0.0399,
  "de_lowest_kj_mol": 108.14,
  "total_charge": -1,
  "symbols": ["S", "S", "C", "C", "H", "H", "H", "H", "H", "H", "H"],
  "xyz": [[-2.905864, 0.143279, 1.214074], [1.133312, -0.108103, -1.345028], [1.499709, 0.869160, 0.088778], [-0.473685, -0.827772, -0.873773], [1.977008, 1.801364, -0.182343], [-0.600084, -0.855151, 0.251711], [2.151674, 0.179351, 0.637310], [0.716184, 1.180435, 0.792986], [-1.180302, -0.529038, -1.656791], [-0.307296, -1.865016, -1.172403], [-2.010654, 0.011491, 2.245480]],
  "forces_ev_per_a": [[0.2, 0.0, 0.7], [-0.7, 0.2, -0.6], [0.6, -0.1, 1.3], [1.3, -1.5, -0.5], [0.5, 0.0, -0.2], [-0.7, 0.7, -1.8], [0.3, 0.9, 0.4], [-0.5, -0.5, -0.7], [-0.6, 0.7, 1.4], [-0.1, -0.4, 0.3], [-0.4, 0.1, -0.4]]
}

=====

Entry 3:
{
  "formula": "C3H3NO",
  "method": "ωB97M-V with the def2-TZVPD basis set",
  "smiles": "N#C/C=C/O",
  "fmax_ha_per_bohr": 0.0493,
  "de_lowest_kj_mol": 174.58,
  "symbols": ["O", "N", "C", "C", "C", "H", "H", "H"],
  "xyz": [[-0.301224, -1.208036, 1.440282], [-0.231304, 2.066679, -1.807798], [-0.451464, -0.810786, 0.190657], [0.373863, 0.245674, -0.105260], [0.063026, 1.235198, -1.056058], [0.269877, -0.376655, 1.603308], [1.431366, 0.100297, 0.123936], [-1.160475, -1.346031, -0.436931]],
  "forces_ev_per_a": [[1.2, 0.7, 0.1], [0.3, -0.6, 0.6], [0.1, 0.7, -0.5], [0.0, -0.6, -1.5], [-0.3, 0.6, -1.4], [-0.6, -1.8, 1.7], [-0.3, 0.5, 0.8], [-0.3, 0.4, 0.2]]
}